DFT (ωB97M-V/def2-TZVPD) results for H8IO4 as an isolated structure.

```
13
Properties=species:S:1:pos:R:3
I 0.38 0.01 -0.55
O -0.10 0.03 1.96
O -1.85 -0.94 -0.02
O -0.78 1.43 -2.49
O 2.59 -0.72 0.59
H 1.79 -0.26 0.33
H 0.13 0.24 1.05
H -0.96 -0.67 -0.27
H -0.55 2.36 -2.48
H 2.32 -1.62 0.75
H -0.68 0.74 2.23
H -0.58 1.12 -1.61
H -1.72 -1.73 0.50
```

Properties
**LUMO level**: 0.12972 Eh
**ΔE to the lowest compared entry with this formula, charge and spin**: 207.21 kcal per mole
**2S+1**: 1
**Total charge**: -1
**HOMO-LUMO gap**: 0.27488 Ha
**HOMO**: -3.950 eV

=====

DFT (ωB97M-V/def2-TZVPD) results for a single C4H10ClN molecule.

```
16
Properties=species:S:1:pos:R:3
Cl 1.84 -1.25 -0.53
N -1.50 0.11 -1.03
C -0.60 -0.02 0.08
C 0.86 0.25 -0.54
C -0.80 -1.45 0.60
C 1.56 1.29 0.30
H 2.59 1.51 -0.08
H -1.72 -1.31 1.16
H -2.05 0.97 -1.05
H 0.75 0.61 -1.56
H -2.13 -0.63 -1.18
H -0.84 -2.19 -0.13
H -0.71 0.62 0.94
H 1.04 2.20 0.23
H -0.08 -1.65 1.43
H 1.78 0.93 1.37
```

Properties
**LUMO level**: 0.03753 Eh
**SMILES string**: C[C@H](N)[C@@H](C)Cl
**ΔE to the lowest compared entry with this formula, charge and spin**: 18.01 kcal per mole
**2S+1**: 1
**HOMO-LUMO gap**: 0.37662 Ha
**HOMO**: -9.227 eV

=====

DFT (ωB97M-V/def2-TZVPD) results for an isolated ion of composition C3H6 and charge -1.

```
9
Properties=species:S:1:pos:R:3
C 0.27 -0.38 0.28
C 1.04 0.78 0.10
C -1.10 -0.42 -0.29
H -1.83 0.24 0.24
H 0.86 1.44 -0.74
H 1.85 1.12 0.75
H 0.62 -1.21 0.88
H -1.21 -0.09 -1.33
H -1.57 -1.42 -0.32
```

Properties
**LUMO level (spin up / spin down)**: 0.19966 / 0.18834 Eh
**ΔE to the lowest compared entry with this formula, charge and spin**: 0.00 kcal per mole
**Expectation value of S²**: 0.753
**2S+1**: 2
**Total charge**: -1
**HOMO-LUMO gap (spin up / spin down)**: 0.14847 / 0.28887 Ha
**HOMO (spin up / spin down)**: 1.393 / -2.736 eV

=====

DFT (ωB97M-V/def2-TZVPD) results for a single C6H16NPS3 molecule.

```
27
Properties=species:S:1:pos:R:3
S 0.02 1.26 -1.95
S 0.65 -0.38 0.97
S -2.07 1.38 0.78
P -0.21 1.27 -0.07
N 0.58 2.82 0.80
C 2.22 -0.64 0.08
C 3.31 0.50 0.30
C -4.13 -2.05 -0.32
C 4.60 -0.01 -0.32
C -2.98 -1.27 0.31
C -3.00 0.12 -0.22
H -2.11 -1.82 -0.11
H -4.00 0.65 -0.30
H -4.00 -2.98 0.18
H -2.70 -0.03 -1.31
H 5.01 -0.72 0.30
H -5.08 -1.62 -0.15
H 3.29 0.88 1.38
H -3.06 -1.34 1.42
H 2.95 1.48 -0.38
H 2.68 -1.47 0.58
H -4.19 -2.18 -1.35
H 0.18 2.98 1.76
H 0.46 3.73 0.20
H 5.28 0.72 -0.32
H 1.89 -0.77 -1.04
H 4.41 -0.50 -1.21
```

Properties
**LUMO level**: 0.01981 Eh
**SMILES string**: CCCSP(N)(=S)SCCC
**ΔE to the lowest compared entry with this formula, charge and spin**: 12.38 kcal per mole
**2S+1**: 1
**HOMO-LUMO gap**: 0.35040 Ha
**HOMO**: -8.996 eV

=====

DFT (ωB97M-V/def2-TZVPD) results for a 2-piece molecular cluster, C5H12O overall.

```
18
Properties=species:S:1:pos:R:3
O 1.97 2.55 -0.15
C 1.23 -0.02 -0.20
C -2.11 -1.04 0.39
C -0.75 -0.74 -0.19
C 0.47 -1.00 0.67
C -0.23 0.68 -0.43
H -0.56 1.16 -1.37
H 0.85 -2.01 0.82
H -2.92 -0.77 -0.28
H 2.14 0.38 0.27
H 0.34 -0.50 1.64
H 1.54 -0.44 -1.17
H -0.62 -1.26 -1.15
H 1.15 2.04 -0.23
H -0.58 1.35 0.38
H -2.24 -0.50 1.34
H -2.15 -2.11 0.59
H 2.46 2.24 -0.92
```

Properties
**LUMO level**: 0.03623 Eh
**SMILES string**: CC1CCC1.O
**ΔE to the lowest compared entry with this formula, charge and spin**: 37.01 kcal per mole
**2S+1**: 1
**HOMO-LUMO gap**: 0.42397 Ha
**HOMO**: -10.551 eV

=====

DFT (ωB97M-V/def2-TZVPD) results for a 2-piece molecular cluster, C3H7O2S overall.

```
13
Properties=species:S:1:pos:R:3
S 1.10 -2.00 1.37
O 0.46 0.01 -2.04
O -0.53 2.21 -1.92
C 0.24 0.65 0.98
C -0.04 -0.73 0.62
C -0.45 0.93 -1.89
H 1.26 0.99 0.97
H 0.64 -2.95 0.56
H -0.10 0.92 1.97
H -1.33 0.64 -1.17
H -0.17 1.34 0.21
H 0.01 -0.88 -0.60
H -1.08 -1.14 0.93
```

Properties
**LUMO level**: 0.12117 Eh
**ΔE to the lowest compared entry with this formula, charge and spin**: 44.60 kcal per mole
**2S+1**: 1
**Total charge**: -1
**HOMO-LUMO gap**: 0.27510 Ha
**HOMO**: -4.189 eV

=====

DFT (ωB97M-V/def2-TZVPD) results for C32H60N2O2P3Zn as an isolated structure.

```
100
Properties=species:S:1:pos:R:3
Zn -0.11 -0.32 0.55
P 0.14 2.19 -0.33
P -1.14 0.56 3.88
P 0.80 -2.52 0.63
O 2.54 0.79 2.56
O -1.01 -0.06 2.49
N -1.39 -0.22 -1.08
N 1.58 -0.41 -1.18
C 2.92 2.53 -0.44
C 1.07 -3.39 2.28
C 1.81 -4.73 2.16
C -1.47 1.30 -4.53
C 2.49 -1.37 -1.25
C 0.17 -3.29 -2.00
C 1.64 3.94 1.21
C -1.33 4.52 0.45
C -2.57 2.35 0.38
C -1.92 0.29 -3.49
C -2.88 0.62 4.31
C 1.55 4.45 -1.31
C -0.19 -3.62 -0.55
C 0.21 1.39 -2.06
C 3.36 -1.47 -2.33
C -1.61 -1.09 -4.07
C 2.18 0.37 -3.36
C -1.94 3.53 -1.75
C 1.92 -2.48 3.18
C -1.11 0.42 -2.11
C -1.70 -3.33 -0.29
C 3.18 -0.60 -3.41
C -3.42 0.42 -3.19
C -0.32 -3.58 2.90
C 1.38 0.44 -2.21
C 2.49 -2.40 -0.12
C -0.44 2.23 3.91
C 1.76 0.50 1.76
C 0.10 -5.11 -0.35
C -1.48 3.20 -0.32
C -0.24 -0.39 5.12
C 1.64 3.36 -0.23
H -2.40 2.67 -2.24
H -0.84 -2.62 3.02
H 2.60 -4.72 1.40
H 3.09 2.32 -1.51
H 1.21 4.95 1.25
H -0.31 -5.50 0.59
H 1.10 3.31 1.92
H 2.83 -3.37 -0.51
H -2.06 1.16 -5.44
H 0.02 -2.23 -2.23
H -0.54 2.64 4.92
H -0.97 2.88 3.21
H 3.21 -2.09 0.66
H 1.21 -3.56 -2.25
H 0.23 2.17 -2.83
H -3.31 -0.38 4.19
H -1.05 4.37 1.50
H -2.32 5.01 0.44
H 4.12 -2.25 -2.32
H -2.71 4.32 -1.67
H -0.55 -1.19 -4.30
H -2.99 0.96 5.34
H -0.44 -1.46 5.00
H -2.17 -1.22 -5.00
H 1.18 -5.33 -0.42
H -1.91 -1.89 -3.38
H -0.62 5.20 -0.03
H -0.20 -4.03 3.90
H 2.89 1.58 0.10
H -0.53 -0.10 6.15
H 2.52 4.52 -1.84
H -0.95 -4.25 2.31
H 2.91 -2.27 2.75
H -0.42 1.15 -4.80
H 2.68 4.02 1.57
H 3.78 3.10 -0.06
H 2.07 -2.99 4.14
H 1.37 5.44 -0.87
H -2.10 -2.64 -1.05
H -3.90 1.11 -3.90
H -2.26 -4.28 -0.34
H 0.63 2.20 3.66
H 1.43 -1.52 3.40
H 2.01 1.08 -4.17
H -1.89 -2.86 0.68
H 0.84 -0.21 5.02
H -1.13 3.93 -2.37
H -0.40 -5.66 -1.16
H -2.61 1.32 0.01
H -2.42 2.31 1.47
H -3.41 1.31 3.63
H -3.55 2.81 0.18
H -3.63 0.77 -2.17
H 0.80 4.25 -2.08
H -1.62 2.34 -4.22
H -3.92 -0.55 -3.30
H 1.14 -5.58 1.97
H 3.81 -0.68 -4.29
H -0.49 -3.87 -2.67
H 2.30 -4.94 3.13
```

Properties
**LUMO level**: -0.07402 Eh
**ΔE to the lowest compared entry with this formula, charge and spin**: 0.00 kcal per mole
**2S+1**: 1
**Total charge**: +1
**HOMO-LUMO gap**: 0.27006 Ha
**HOMO**: -9.363 eV

=====

DFT (ωB97M-V/def2-TZVPD) results for a 2-piece molecular cluster, C4H10N2O2 overall.

```
18
Properties=species:S:1:pos:R:3
O -2.97 -1.11 -1.52
O 0.79 0.79 -0.08
N 3.02 0.66 0.01
N -1.48 -0.74 0.13
C 1.81 0.20 0.25
C -2.36 -0.30 -0.80
C 1.79 -1.08 1.10
C -2.52 1.20 -0.96
H -1.09 -0.09 0.81
H -1.52 -1.74 0.34
H 2.73 -1.65 0.98
H -3.56 1.26 -1.33
H 3.14 1.49 -0.59
H 3.84 0.18 0.38
H 0.95 -1.75 0.87
H 1.71 -0.76 2.16
H -1.85 1.64 -1.72
H -2.43 1.80 -0.04
```

Properties
**LUMO level**: 0.02134 Eh
**SMILES string**: CC(N)=O.CC(N)=O
**ΔE to the lowest compared entry with this formula, charge and spin**: 14.87 kcal per mole
**2S+1**: 1
**HOMO-LUMO gap**: 0.35942 Ha
**HOMO**: -9.200 eV

=====

DFT (ωB97M-V/def2-TZVPD) results for C16H55InNO11 as an isolated structure.

```
84
Properties=species:S:1:pos:R:3
In -1.02 1.81 0.84
O 2.53 5.19 1.29
O 6.46 2.90 0.18
O -5.98 -0.53 -6.71
O -0.86 -5.18 -1.12
O -2.77 -8.89 -0.33
O 0.21 3.46 0.50
O 2.11 -4.77 -0.74
O 2.00 -0.01 1.14
O 1.31 3.64 3.56
O -0.91 0.39 -0.70
O 4.53 7.07 2.86
N -1.50 1.65 3.85
C 5.05 6.88 4.16
C -3.18 -9.20 1.00
C -4.16 0.33 -3.62
C 3.72 4.52 0.95
C -4.79 -1.28 -1.79
C 3.39 0.23 1.04
C -1.82 -2.25 -1.88
C 7.32 4.01 -0.03
C -2.29 -0.86 -2.31
C -0.71 0.90 2.82
C 2.77 -4.27 0.41
C -2.22 0.20 -1.21
C -1.24 -5.54 0.20
C -3.74 -0.96 -2.88
C -4.67 -1.08 -6.84
C 0.67 4.64 4.33
H 6.64 2.24 -0.49
H 3.65 1.26 1.30
H 0.60 5.58 3.77
H -0.28 -5.86 -1.46
H -5.61 -1.88 -2.18
H 3.75 3.51 1.37
H -5.05 0.16 -4.24
H 3.83 -4.19 0.17
H 1.29 4.82 5.21
H -1.64 -0.50 -3.14
H 8.37 3.73 0.06
H -3.72 -10.15 1.04
H 3.76 6.48 2.76
H -0.73 -2.41 -1.93
H -0.32 4.33 4.65
H 7.15 4.47 -1.01
H -3.33 0.74 -4.22
H -2.68 2.46 0.85
H -4.33 -1.04 -7.88
H 0.35 0.85 3.12
H -2.33 -9.24 1.68
H -2.57 1.15 -1.65
H -1.08 -0.14 2.74
H -3.76 -1.79 -3.60
H -1.77 -6.50 0.22
H -3.84 -8.40 1.32
H -4.64 -2.11 -6.48
H -2.18 -9.58 -0.63
H -2.14 1.01 4.31
H -1.90 -4.76 0.57
H 4.54 5.10 1.38
H 2.66 -4.94 1.27
H -0.37 -5.61 0.87
H -4.33 -1.86 -0.97
H 3.87 4.46 -0.14
H 5.37 5.84 4.32
H 1.78 4.65 0.93
H 1.16 -4.83 -0.53
H -6.58 -1.06 -7.25
H -4.00 -0.47 -6.23
H 4.32 7.14 4.93
H -2.20 -2.54 -0.89
H -2.25 -2.98 -2.59
H 0.76 3.51 2.77
H 2.40 -3.28 0.68
H 3.88 -0.44 1.75
H 1.57 0.58 0.51
H -4.42 1.10 -2.88
H 3.77 0.01 0.04
H -2.10 2.33 3.39
H 7.08 4.75 0.73
H -5.18 -0.35 -1.33
H -0.39 4.17 0.22
H 5.91 7.53 4.26
H -2.94 -0.05 -0.40
```

Properties
**LUMO level**: 0.07277 Eh
**ΔE to the lowest compared entry with this formula, charge and spin**: 0.00 kcal per mole
**2S+1**: 1
**Total charge**: -1
**HOMO-LUMO gap**: 0.25184 Ha
**HOMO**: -4.873 eV

=====

DFT (ωB97M-V/def2-TZVPD) results for a single C3H9N2OP molecule.

```
16
Properties=species:S:1:pos:R:3
P 0.25 -0.16 0.22
O -1.46 -1.54 -0.85
N -1.10 0.04 -2.45
N -1.08 -0.50 -1.31
C 0.92 1.52 -0.33
C 1.45 -1.36 0.59
C -0.86 0.25 1.69
H -1.73 -0.30 1.55
H 2.02 -1.92 -0.13
H 1.07 -2.20 1.27
H 0.23 1.75 -1.08
H 1.95 1.54 -0.64
H -1.15 1.34 1.52
H -0.23 -0.03 2.58
H 1.06 2.12 0.62
H -1.34 -0.56 -3.26
```

Properties
**LUMO level (spin up / spin down)**: 0.01585 / 0.01585 Eh
**SMILES string**: [H]/N=[N+](\[O-])P(=C)(C)C
**ΔE to the lowest compared entry with this formula, charge and spin**: 139.52 kcal per mole
**2S+1**: 1
**HOMO-LUMO gap (spin up / spin down)**: 0.32011 / 0.32009 Ha
**HOMO (spin up / spin down)**: -8.279 / -8.279 eV

=====

DFT (ωB97M-V/def2-TZVPD) results for a 17-piece molecular cluster, C35H89Cl3N4O26 overall.

```
157
Properties=species:S:1:pos:R:3
Cl 3.10 0.66 -2.06
Cl 4.53 1.92 3.34
Cl 2.96 2.95 -0.31
O 0.16 -6.68 -4.29
O -1.55 1.82 3.89
O -1.89 -4.57 -4.96
O -2.30 -0.72 2.85
O 2.76 -2.15 0.88
O 1.15 -1.21 4.02
O -0.92 5.58 1.78
O 1.99 5.19 3.91
O 3.73 -4.66 2.21
O 6.21 -2.68 -1.66
O 0.36 5.40 -0.91
O -3.43 -2.98 2.04
O -0.51 -2.64 2.24
O 6.06 -2.79 -4.50
O 2.21 -0.52 6.65
O -6.53 0.50 -2.38
O -0.66 -4.57 -2.27
O -4.40 1.38 -0.67
O -4.60 3.66 -2.57
O -4.28 3.81 0.75
O -2.24 4.56 -1.13
O -0.47 2.21 -3.62
O -1.83 -0.19 -4.98
O -3.63 -0.50 -2.77
O 2.23 -4.85 -3.01
O 2.08 2.47 5.17
N -0.31 0.04 -0.17
N -0.30 0.31 5.68
N -0.71 4.70 4.31
N 0.54 1.52 1.20
C 0.42 6.55 -0.08
C -2.39 -3.84 -3.82
C 0.39 0.22 0.95
C -0.71 1.27 -0.62
C -0.50 -1.22 -0.89
C -1.34 1.01 -5.55
C 4.87 -2.56 -3.75
C -3.29 3.48 -3.02
C -2.48 4.66 -2.55
C -4.78 -0.75 -3.56
C 2.98 -1.01 5.57
C 3.56 1.27 -0.45
C -2.31 1.73 2.89
C -2.49 -3.74 1.30
C 1.27 2.07 2.34
C -3.74 2.76 1.19
C 5.00 -3.03 -2.30
C -2.62 0.33 2.25
C 2.45 3.69 5.74
C 2.40 -5.92 -3.91
C -3.98 1.43 0.51
C 2.43 -4.42 1.69
C -2.05 -4.59 -2.55
C -2.94 2.88 2.32
C 2.16 -1.95 4.72
C 1.27 -6.08 -4.92
C -0.11 1.60 -4.85
C 2.56 -3.51 0.49
C -5.76 0.44 -3.57
C 0.35 -1.30 -2.14
C 0.34 6.14 1.38
C -3.46 0.28 1.10
C -0.18 2.20 0.23
C 3.04 4.68 4.73
C -1.21 -3.89 2.10
H 2.52 -6.88 -3.39
H -2.97 5.62 -2.76
H 0.59 6.94 2.09
H 1.59 -6.70 -5.75
H 2.83 2.05 4.70
H -0.97 4.72 5.30
H 0.03 -2.17 -2.72
H -1.23 5.44 3.86
H 1.62 -2.70 5.31
H -5.20 1.37 -3.71
H 2.40 5.79 3.27
H -0.63 -6.12 -4.37
H 3.46 -3.80 -0.06
H 3.48 5.50 5.31
H 3.82 -1.64 5.88
H 3.41 -5.87 -4.35
H -2.46 -5.60 -2.52
H -4.51 -0.96 -4.60
H 3.79 -5.53 2.62
H 0.72 2.97 2.61
H 4.14 -2.54 -1.84
H 4.61 1.16 -0.18
H -0.27 3.27 0.29
H -3.14 -2.04 1.98
H -2.96 3.80 2.89
H 1.71 -3.51 -0.18
H 3.46 -0.25 4.96
H -4.74 3.08 -1.81
H 1.40 -1.53 -1.97
H 0.61 0.80 -4.66
H 1.03 -5.07 -5.28
H 3.88 4.27 4.16
H -3.46 -3.65 -3.92
H 0.69 -1.81 3.41
H 3.52 -2.09 1.47
H 1.81 -3.97 2.47
H 3.05 0.69 0.31
H -3.49 -0.64 0.52
H -2.02 -2.81 -3.76
H -2.01 0.06 -4.06
H 0.24 -0.37 -2.69
H 0.28 2.77 -3.37
H -0.59 -4.58 1.51
H -6.51 0.35 -4.36
H -2.10 1.80 -5.59
H 0.32 4.91 4.33
H -1.29 -4.33 3.09
H -0.24 -1.95 -0.12
H -1.30 1.42 -1.50
H -0.43 7.17 -0.39
H -1.08 0.85 -6.60
H -1.18 -1.97 2.55
H 1.17 1.39 3.18
H -3.92 0.03 -2.00
H 1.62 4.13 6.30
H -0.43 1.09 5.02
H 2.76 0.03 7.23
H 0.43 2.28 -5.52
H -3.21 3.38 -4.10
H -0.49 -5.19 -1.56
H 2.29 2.28 2.02
H -1.66 6.02 1.34
H 3.98 -3.01 -4.19
H 3.19 3.53 6.54
H -2.92 2.54 -2.58
H -0.97 3.77 3.95
H -2.29 -3.25 0.34
H 1.96 -5.33 1.31
H 6.19 -3.04 -0.77
H -5.91 0.69 -1.66
H -1.12 -0.30 5.66
H 4.92 -4.12 -2.29
H -1.55 -1.40 -1.14
H 1.08 5.36 1.55
H 1.32 7.13 -0.31
H -2.59 -4.04 -1.76
H 0.88 -0.58 1.47
H -2.92 -4.72 1.10
H 2.81 -2.52 4.04
H 5.85 -2.60 -5.41
H 0.56 -0.20 5.49
H -0.11 0.70 6.60
H -1.30 -3.97 -5.43
H 4.64 -1.49 -3.72
H -1.50 4.68 -3.02
H 1.28 -4.65 -3.00
H -5.37 -1.58 -3.16
H -0.57 5.11 -0.87
H -3.03 4.28 -0.64
```

Properties
**LUMO level**: -0.02068 Eh
**2S+1**: 1
**HOMO-LUMO gap**: 0.26358 Ha
**HOMO**: -7.735 eV